This record from OMol25 describes C4H6IN2 as an isolated structure. The level of theory is ωB97M-V/def2-TZVPD.

Positions of all 13 atoms, in Å:
C1 2.22568 -1.93720 0.45330
C2 2.86428 -0.80659 0.09568
C3 -1.07386 0.31060 0.01832
C4 1.63272 -1.18374 -0.57461
N1 0.19022 0.13459 -0.36181
N2 -1.58981 1.54507 0.05606
I1 4.60965 0.25526 -0.02217
H1 2.17735 -2.78233 1.04270
H2 -1.72169 -0.57066 -0.22131
H3 1.27834 -1.45978 -1.60906
H4 0.68962 1.01066 -0.35555
H5 -2.64499 1.58717 0.12730
H6 -1.22542 2.47962 0.26835

Computed properties:
LUMO: -3.6 eV
Charge: +1
HOMO-LUMO gap: 10.00 eV
HOMO: -13.56 eV
Electronic energy: -562.8403 hartree

So, what does the Mulliken scheme give us? The charges, in e, come out as:
1. C 0.0765
2. C -0.4780
3. C 0.1807
4. C -0.0648
5. N -0.4084
6. N -0.3708
7. I 0.3354
8. H 0.4460
9. H 0.2836
10. H 0.3228
11. H 0.1794
12. H 0.2599
13. H 0.2378

This record from OMol25 describes a 17-piece molecular cluster, C45H112N11O21 overall. The level of theory is ωB97M-V/def2-TZVPD.

Positions of all 189 atoms, in Å:
C1 2.29253 -1.50721 0.52034
C2 0.97462 -0.82475 0.18523
C3 -0.18615 -1.73228 0.64660
C4 -1.48600 -0.99762 0.94411
C5 -1.27071 0.20076 1.86815
C6 -0.28337 1.30266 1.24039
N1 1.00306 0.57508 0.87724
O1 2.12617 1.38348 0.72213
C7 -0.00282 2.18945 2.46513
C8 -0.90198 1.97490 0.02622
C9 0.86471 -0.69272 -1.34224
H1 3.02471 -1.02084 -0.12421
H2 2.24359 -2.56059 0.24450
H3 2.60748 -1.54356 1.56322
H4 0.11403 -2.14842 1.60827
H5 -0.27493 -2.59558 -0.01289
H6 -2.19320 -1.64800 1.45887
H7 -1.92416 -0.71445 -0.01293
H8 -0.82998 -0.20762 2.77759
H9 -2.21617 0.59359 2.24217
H10 0.35748 1.58096 3.29460
H11 -0.87359 2.76861 2.77243
H12 0.80935 2.87265 2.21673
H13 -0.28976 2.74992 -0.43490
H14 -1.88018 2.38934 0.27008
H15 -1.12176 1.21028 -0.71887
H16 1.10169 -1.52162 -2.00922
H17 1.57628 0.06030 -1.68097
H18 -0.09884 -0.35113 -1.72036
C10 -0.84269 1.56631 -3.83061
C11 -1.00806 0.70204 -5.00088
C12 -0.46354 1.25645 -6.42865
C13 -0.46782 0.24767 -7.60497
C14 -1.83020 -0.29516 -8.09094
C15 -2.60631 0.64835 -9.02418
H19 0.17421 1.83408 -3.54371
H20 -1.32275 1.07074 -2.98677
H21 -1.34946 2.52396 -3.94973
H22 -0.50391 -0.23706 -4.77280
H23 -2.09422 0.61071 -5.00504
H24 0.58581 1.50880 -6.27599
H25 -0.96683 2.17206 -6.73923
H26 -0.03874 0.90575 -8.36057
H27 0.24844 -0.55755 -7.44157
H28 -1.81848 -1.29673 -8.52086
H29 -2.53180 -0.43821 -7.26912
H30 -2.57049 1.64073 -8.57474
H31 -2.27623 0.58133 -10.06084
H32 -3.62113 0.25770 -9.09924
C16 -4.12003 -5.81613 1.21832
C17 -2.78352 -5.44499 0.70083
O2 -2.26738 -4.50385 1.53153
O3 -5.06443 -4.77244 1.21561
H33 -4.06170 -6.10506 2.26770
H34 -4.46899 -6.68969 0.66767
H35 -2.73993 -5.04067 -0.31046
H36 -2.13613 -6.31876 0.77514
H37 -1.39975 -4.87407 1.70971
H38 -4.77881 -4.01030 1.72470
C18 -4.32836 3.15702 -2.05435
C19 -4.52709 3.49718 -3.55195
O4 -3.78449 4.56832 -4.00261
O5 -4.85529 4.07357 -1.13419
H39 -3.24875 3.15179 -1.90428
H40 -4.68175 2.15750 -1.80102
H41 -5.60335 3.61877 -3.67430
H42 -4.26997 2.57882 -4.07977
H43 -4.33940 5.18787 -4.48202
H44 -4.11073 4.50522 -0.70886
C20 3.67070 5.08002 1.14211
C21 3.66314 5.70421 -0.24162
O6 2.53339 5.30888 -0.95034
O7 3.88566 3.66065 1.01854
H45 2.80634 5.42706 1.70828
H46 4.52711 5.47162 1.69103
H47 4.52566 5.33964 -0.79952
H48 3.59792 6.79194 -0.21534
H49 2.60370 4.38180 -1.18946
H50 3.77460 3.23258 1.87061
C22 6.58994 -0.86189 0.80303
C23 5.96677 -2.11008 1.43180
O8 5.48417 -2.06770 2.74981
O9 7.71393 -0.53615 1.61460
H51 5.81276 -0.09764 0.80100
H52 6.84024 -0.87614 -0.25775
H53 6.78171 -2.83140 1.49224
H54 5.21723 -2.49387 0.73971
H55 6.28137 -1.97396 3.27639
H56 8.06370 0.30890 1.32280
C24 -3.43087 -2.96333 4.50475
C25 -4.19545 -1.86982 3.79613
O10 -4.91092 -2.48155 2.75162
O11 -2.13694 -3.14068 3.91319
H57 -4.02405 -3.87270 4.60107
H58 -3.27917 -2.57971 5.51367
H59 -3.57610 -1.05137 3.42919
H60 -5.00311 -1.42850 4.38010
H61 -5.34196 -1.77271 2.26855
H62 -2.29446 -3.56545 3.06681
O12 -3.85398 -0.15848 -1.64022
C26 -4.32983 -1.20729 -2.04870
N2 -4.95488 -1.17806 -3.23233
C27 -4.05964 -2.51629 -1.33160
H63 -5.15451 -0.20781 -3.42945
H64 -5.69734 -1.86277 -3.23761
H65 -4.61218 -3.31482 -1.82674
H66 -4.41284 -2.63656 -0.30745
H67 -2.99626 -2.73589 -1.23625
O13 -0.59153 -3.33290 -2.68098
C28 -0.63409 -4.58213 -2.68743
N3 -0.38732 -5.33911 -1.59024
C29 -1.19220 -5.32979 -3.85908
H68 0.11171 -5.05170 -0.76050
H69 -0.61427 -6.30593 -1.77423
H70 -0.42220 -5.60409 -4.58016
H71 -1.88668 -4.63667 -4.33381
H72 -1.73934 -6.25767 -3.69242
O14 3.23412 2.32858 3.37810
C30 4.03915 1.42876 3.37538
N4 3.60335 0.15966 3.40844
C31 5.47096 1.70811 3.57364
H73 2.63903 -0.10061 3.55822
H74 4.19516 -0.63441 3.21017
H75 6.10341 0.82330 3.64587
H76 5.65524 2.46054 4.34044
H77 5.75178 2.10598 2.59847
O15 2.50602 2.72484 -2.00382
C32 3.54667 2.10668 -2.23033
N5 4.51677 1.89421 -1.36994
C33 3.67509 1.46896 -3.56296
H78 4.34317 2.31966 -0.47051
H79 5.11230 1.08165 -1.44188
H80 3.28510 2.15687 -4.31314
H81 3.08982 0.56203 -3.71474
H82 4.65695 1.08526 -3.84014
O16 4.70793 -0.95702 -1.88457
C34 4.90172 -2.09610 -2.32247
N6 6.12170 -2.31845 -2.80592
C35 3.87386 -3.19181 -2.25001
H83 6.71721 -1.51229 -2.93078
H84 6.40162 -3.17622 -3.25977
H85 4.03063 -3.96932 -2.99767
H86 2.90670 -2.74596 -2.48222
H87 3.80774 -3.68028 -1.27783
O17 -2.52370 4.90776 0.08125
C36 -1.55040 5.55689 -0.28059
N7 -0.42670 5.71344 0.45840
C37 -1.68103 6.28453 -1.64787
H88 -0.39386 5.07871 1.24334
H89 0.40897 5.98293 -0.04074
H90 -1.34749 7.31819 -1.55626
H91 -2.72537 6.18992 -1.94535
H92 -1.07436 5.89624 -2.46597
O18 1.11045 -0.81089 3.82727
C38 0.91008 -1.05986 5.03880
N8 -0.26028 -1.55028 5.40755
C39 1.88202 -0.85471 6.12965
H93 -0.92968 -1.85436 4.71506
H94 -0.41138 -1.92369 6.33375
H95 1.42726 -0.85861 7.12025
H96 2.49137 0.04872 6.15442
H97 2.60688 -1.66764 6.08695
O19 -6.14033 -0.15208 1.76453
C40 -5.84321 0.99376 2.09279
N9 -5.60369 1.41426 3.32643
C41 -5.61144 2.10010 1.08161
H98 -5.40136 2.39435 3.46272
H99 -5.70268 0.85322 4.16042
H100 -6.40240 1.92217 0.35304
H101 -4.71120 1.89731 0.50148
H102 -5.68447 3.17315 1.25866
O20 0.86722 4.52868 4.24609
C42 0.46326 4.03208 5.27865
N10 0.96430 2.87571 5.73887
C43 -0.61654 4.76712 6.17162
H103 0.75850 2.33026 6.56363
H104 1.80049 2.64194 5.22289
H105 -0.85641 4.37883 7.16147
H106 -1.54453 4.81114 5.60153
H107 -0.27793 5.78026 6.38839
O21 0.26367 -5.12558 1.61774
C44 1.45170 -4.98992 1.52273
N11 2.12465 -5.37653 0.47335
C45 2.24304 -4.53984 2.72362
H108 3.10672 -5.61109 0.49811
H109 1.62078 -5.83619 -0.27158
H110 1.69629 -3.67931 3.10918
H111 3.15625 -4.00762 2.45737
H112 2.36653 -5.28774 3.50687

Computed properties:
LUMO: -5.3 eV
Charge: +1
HOMO-LUMO gap: 5.26 eV
HOMO: -10.55 eV
Electronic energy: -3963.9580 hartree

Mulliken atomic charge list, values in e, 99 entries:
1. C -0.1066
2. C 2.1146
3. C 0.3270
4. C 0.5143
5. C -1.8587
6. C 1.9372
7. N 0.9893
8. O 1.2653
9. C -1.6751
10. C -0.5557
11. C -0.1752
12. H -0.0602
13. H -0.4229
14. H -0.1283
15. H -0.3230
16. H -0.3155
17. H 0.1594
18. H -0.6596
19. H -0.3058
20. H 0.5933
21. H -0.1695
22. H 0.6684
23. H 0.4080
24. H 0.4196
25. H 0.3843
26. H -0.7092
27. H -0.0392
28. H -0.8456
29. H -0.1938
30. C -0.1681
31. C -0.0605
32. C -0.6475
33. C -0.7364
34. C -0.3730
35. C -1.2109
36. H 0.1496
37. H -0.4778
38. H 0.5281
39. H 0.1101
40. H 0.1757
41. H 0.2316
42. H 0.3344
43. H 0.3901
44. H 0.3250
45. H 0.3871
46. H 0.1780
47. H 0.3037
48. H 0.3109
49. H 0.3559
50. C -0.7312
51. C -0.1100
52. O -0.3247
53. O -0.5352
54. H 0.2572
55. H 0.4053
56. H -0.0792
57. H 0.4356
58. H 0.3802
59. H 0.3070
60. C 0.8930
61. C -0.8929
62. O -0.4897
63. O -0.6468
64. H -0.2118
65. H -0.0602
66. H 0.5023
67. H 0.1495
68. H 0.3040
69. H 0.6455
70. C -0.2281
71. C -0.5878
72. O -0.4810
73. O -0.5397
74. H 0.1554
75. H 0.3583
76. H 0.3076
77. H 0.3978
78. H 0.3116
79. H -0.1355
80. C 0.3996
81. C -0.5428
82. O -0.6300
83. O -0.6000
84. H -0.3512
85. H 0.4188
86. H 0.6537
87. H -0.1692
88. H 0.3307
89. H 0.3559
90. C -0.9031
91. C 0.7324
92. O -0.4858
93. O -0.4670
94. H 0.4280
95. H 0.4110
96. H -0.3065
97. H 0.2358
98. H 0.2677
99. H 0.3130

This record from OMol25 describes C4H8O2 as an isolated structure. The level of theory is ωB97M-V/def2-TZVPD.

Positions of all 14 atoms, in Å:
O1 -2.13627 -0.56199 -0.59257
C1 -0.82172 -0.75586 -0.29830
C2 -0.15828 0.17496 0.53645
C3 1.02182 -0.30464 1.47318
O2 2.03924 0.47507 0.87802
C4 1.12575 0.82107 -0.14824
H1 -2.40657 -1.04313 -1.38685
H2 -0.71630 1.18750 -1.78953
H3 -0.30263 -1.56625 -0.80974
H4 -0.85097 0.88983 0.98292
H5 0.84964 -0.07405 2.53369
H6 1.21955 -1.37243 1.33694
H7 -0.25690 1.73692 -1.57377
H8 1.39364 0.39298 -1.14221

Computed properties:
LUMO (spin up / spin down): 0.6 / 0.4 eV
HOMO-LUMO gap (spin up / spin down): 8.42 / 7.48 eV
HOMO (spin up / spin down): -7.83 / -7.12 eV
Electronic energy: -307.4730 hartree

So, what does the Mulliken scheme give us? The charges, in e, come out as:
1. O -0.4439
2. C -0.5590
3. C 0.3187
4. C -0.3848
5. O -0.3427
6. C -0.4674
7. H 0.3523
8. H -0.0874
9. H 0.3189
10. H 0.2749
11. H 0.2692
12. H 0.2613
13. H 0.1509
14. H 0.3392

| no. | strongest force on any atom (eV Å⁻¹) |
| --- | --- |
| 1 | 4.2 |
| 2 | 9.4 |
| 3 | 2.0 |